[1]
A single C5H7NO molecule. Source: OMol25; level of theory: wB97M-V/def2-TZVPD.

Calculated values
**Structure (SMILES)**: CC1=CNC(=O)C1
**Energy relative to the best compared isomer or geometry (same formula, charge and spin)**: 4.5 kcal per mole
**Kohn-Sham gap**: 9.275 eV
**LUMO energy**: 0.862 eV
**Net charge**: 0

Atoms and positions in Å:
C (-0.050, 0.267, -1.986)
C (-0.070, -0.046, -0.528)
C (0.292, -1.185, 0.066)
N (0.213, -1.079, 1.472)
C (0.138, 0.269, 1.807)
O (0.492, 0.775, 2.845)
C (-0.461, 0.923, 0.563)
H (-1.060, 0.313, -2.407)
H (0.515, -0.497, -2.530)
H (0.430, 1.236, -2.171)
H (0.687, -2.088, -0.384)
H (0.575, -1.770, 2.109)
H (-0.149, 1.960, 0.421)
H (-1.551, 0.921, 0.722)

---

[2]
A single C2H2O2S2 molecule in a non-equilibrium geometry. Source: OMol25; level of theory: wB97M-V/def2-TZVPD.

Calculated values
**Structure (SMILES)**: O=C(S)C(=O)S
**Energy relative to the best compared isomer or geometry (same formula, charge and spin)**: 5.2 kcal per mole
**Kohn-Sham gap**: 9.461 eV
**LUMO energy**: -0.643 eV
**Net charge**: 0

Atoms and positions in Å:
C (-0.569, -0.542, 0.009)
C (0.572, 0.537, -0.033)
H (-1.786, 1.423, -0.104)
H (2.810, 0.848, 0.111)
O (-0.256, -1.691, 0.011)
O (0.363, 1.716, 0.022)
S (-2.276, 0.095, 0.002)
S (2.158, -0.247, -0.010)

---

[3]
An isolated ion of composition CH5N2S and charge +1 in a non-equilibrium geometry. Source: OMol25; level of theory: wB97M-V/def2-TZVPD.

Calculated values
**Structure (SMILES)**: N/C=[NH+]/S
**Energy relative to the best compared isomer or geometry (same formula, charge and spin)**: 17.3 kcal per mole
**Kohn-Sham gap**: 10.439 eV
**LUMO energy**: -4.508 eV
**Net charge**: +1

Atoms and positions in Å:
C (0.366, -0.135, -0.351)
N (0.949, -1.099, 0.357)
N (-0.391, 0.879, 0.010)
S (-1.143, 2.033, -1.247)
H (0.331, -0.184, -1.543)
H (1.342, -1.947, 0.014)
H (1.365, -0.821, 1.236)
H (-0.745, 1.094, 0.935)
H (-2.409, 1.497, -1.218)

---

[4]
C3H3Br3O as an isolated structure in a non-equilibrium geometry. Source: OMol25; level of theory: wB97M-V/def2-TZVPD.

Calculated values
**Energy relative to the best compared isomer or geometry (same formula, charge and spin)**: 14.5 kcal per mole
**Kohn-Sham gap**: 10.674 eV
**LUMO energy**: 0.282 eV
**Net charge**: 0

Atoms and positions in Å:
C (-0.015, -1.111, 0.095)
C (-1.160, -1.878, 0.494)
C (0.060, 0.423, 0.150)
O (-1.079, -1.581, -0.787)
Br (-0.873, -3.781, 0.819)
Br (-2.525, -1.178, 1.596)
Br (0.717, 0.764, 2.011)
H (0.953, -1.659, 0.146)
H (-0.874, 0.889, -0.005)
H (0.795, 1.086, -0.297)